Formula: C57H155N23O11P6
Source: OMol25
Level of theory: ωB97M-V/def2-TZVPD

Last column: Löwdin charge in e.
Cartesian coordinates (Å):
C: -1.28 7.26 5.15  -0.12
N: -2.22 6.23 5.48  -0.34
C: -1.71 4.89 5.53  -0.13
P: -3.86 6.43 5.00  0.64
O: -4.07 6.55 3.52  -0.32
N: -4.82 5.21 5.80  -0.31
C: -4.90 5.12 7.24  -0.13
C: -5.65 4.24 5.10  -0.11
N: -4.25 7.89 5.85  -0.33
C: -5.31 8.77 5.21  -0.06
C: -3.75 8.24 7.15  -0.15
H: -1.87 8.16 4.98  0.08
H: -0.87 6.99 4.18  0.09
H: -0.58 7.32 5.98  0.09
H: -2.27 4.23 6.19  0.07
H: -0.64 4.83 5.77  0.08
H: -1.68 4.46 4.53  0.08
H: -4.22 5.72 7.85  0.06
H: -5.83 5.52 7.63  0.09
H: -4.68 4.09 7.53  0.08
H: -5.46 4.19 4.03  0.08
H: -5.54 3.27 5.60  0.07
H: -6.72 4.44 5.22  0.08
H: -4.96 9.79 5.36  0.08
H: -5.52 8.45 4.19  0.07
H: -6.16 8.58 5.87  0.07
H: -3.11 7.49 7.62  0.07
H: -4.65 8.46 7.73  0.08
H: -3.17 9.16 7.12  0.08
C: 7.70 -3.82 2.31  -0.08
N: 8.40 -4.19 1.03  -0.33
C: 7.68 -3.69 -0.14  -0.13
P: 9.87 -5.07 0.79  0.63
O: 9.91 -5.87 -0.47  -0.30
N: 11.09 -3.80 0.96  -0.31
C: 12.47 -4.22 0.99  -0.15
C: 10.85 -2.43 0.45  -0.10
N: 10.04 -5.95 2.23  -0.32
C: 9.89 -7.38 2.21  -0.12
C: 10.46 -5.34 3.47  -0.13
H: 8.02 -4.43 3.15  0.05
H: 6.65 -3.85 2.04  0.08
H: 8.08 -2.82 2.54  0.08
H: 6.96 -4.44 -0.49  0.08
H: 8.37 -3.40 -0.93  0.07
H: 7.18 -2.78 0.19  0.08
H: 13.21 -3.52 1.35  0.08
H: 12.48 -5.19 1.49  0.07
H: 12.88 -4.40 0.00  0.08
H: 11.58 -1.76 0.91  0.08
H: 11.18 -2.31 -0.59  0.07
H: 9.78 -2.24 0.46  0.06
H: 10.87 -7.82 2.41  0.08
H: 9.19 -7.76 2.95  0.08
H: 9.70 -7.71 1.19  0.07
H: 9.63 -5.01 4.10  0.06
H: 11.16 -4.51 3.40  0.08
H: 10.86 -6.12 4.12  0.08
C: 0.53 -13.42 0.03  -0.13
N: 1.39 -12.48 -0.68  -0.31
C: 1.68 -12.83 -2.11  -0.10
P: 1.33 -10.88 0.02  0.60
O: 1.58 -10.73 1.48  -0.31
N: 2.51 -10.07 -0.90  -0.32
C: 2.26 -8.59 -1.18  -0.09
C: 3.92 -10.40 -0.69  -0.11
N: -0.21 -10.24 -0.52  -0.32
C: -0.64 -10.34 -1.95  -0.09
C: -1.11 -9.59 0.40  -0.14
H: -0.20 -13.77 -0.70  0.08
H: 0.13 -12.92 0.92  0.07
H: 1.15 -14.20 0.48  0.08
H: 2.16 -13.81 -2.23  0.08
H: 2.37 -12.17 -2.64  0.07
H: 0.73 -12.77 -2.63  0.06
H: 2.80 -8.33 -2.09  0.07
H: 1.23 -8.25 -1.31  0.06
H: 2.67 -7.96 -0.40  0.07
H: 4.08 -11.45 -0.93  0.07
H: 4.49 -9.75 -1.36  0.08
H: 4.09 -10.21 0.37  0.08
H: -1.16 -11.29 -2.09  0.07
H: -1.30 -9.48 -2.08  0.08
H: 0.21 -10.29 -2.64  0.07
H: -2.11 -9.68 -0.02  0.08
H: -0.93 -8.51 0.45  0.07
H: -1.09 -10.06 1.38  0.08
C: -6.86 10.82 -7.35  -0.10
N: -6.74 10.14 -6.02  -0.30
C: -6.94 11.09 -4.94  -0.15
P: -6.26 8.45 -5.81  0.61
O: -6.31 7.61 -7.03  -0.30
N: -4.73 8.47 -5.14  -0.33
C: -3.56 8.29 -6.07  -0.08
C: -4.47 9.15 -3.87  -0.12
N: -7.37 7.87 -4.56  -0.32
C: -7.03 6.60 -3.92  -0.13
C: -8.79 7.79 -4.89  -0.15
H: -7.89 10.70 -7.70  0.07
H: -6.15 10.47 -8.09  0.07
H: -6.79 11.89 -7.16  0.07
H: -7.79 11.76 -5.08  0.08
H: -6.05 11.70 -4.79  0.07
H: -7.21 10.50 -4.07  0.07
H: -3.60 7.29 -6.50  0.07
H: -3.58 9.12 -6.79  0.08
H: -2.60 8.23 -5.56  0.07
H: -3.71 8.51 -3.41  0.08
H: -4.18 10.19 -4.01  0.08
H: -5.40 9.03 -3.32  0.06
H: -7.53 6.50 -2.96  0.08
H: -7.45 5.88 -4.63  0.08
H: -5.95 6.58 -3.74  0.07
H: -9.43 7.54 -4.05  0.08
H: -9.06 7.06 -5.65  0.08
H: -9.14 8.76 -5.25  0.07
C: 6.00 8.38 2.30  -0.12
N: 4.79 8.01 1.55  -0.31
C: 4.18 6.73 2.01  -0.10
P: 4.90 8.40 -0.12  0.61
O: 5.60 7.43 -0.99  -0.29
N: 3.23 8.65 -0.59  -0.31
C: 2.77 7.78 -1.70  -0.10
C: 2.31 9.24 0.31  -0.18
N: 5.60 9.99 -0.24  -0.30
C: 7.07 10.19 -0.36  -0.12
C: 4.94 11.22 0.29  -0.11
H: 6.34 9.40 2.13  0.06
H: 6.77 7.72 1.90  0.08
H: 5.86 8.24 3.37  0.08
H: 4.84 5.86 2.02  0.08
H: 3.41 6.42 1.30  0.07
H: 3.59 6.86 2.92  0.08
H: 2.84 8.43 -2.57  0.07
H: 3.46 6.94 -1.79  0.06
H: 1.70 7.57 -1.62  0.08
H: 1.50 8.55 0.54  0.08
H: 2.78 9.67 1.19  0.07
H: 1.74 10.03 -0.18  0.07
H: 7.65 9.38 0.08  0.06
H: 7.30 10.17 -1.42  0.08
H: 7.40 11.05 0.21  0.08
H: 5.15 11.33 1.35  0.08
H: 3.91 11.22 -0.07  0.06
H: 5.32 12.12 -0.19  0.08
C: -3.62 -0.19 -6.90  -0.10
N: -3.46 -1.46 -7.66  -0.30
C: -4.63 -1.75 -8.50  -0.11
P: -2.37 -2.63 -7.23  0.61
O: -1.49 -2.16 -6.10  -0.31
N: -3.30 -4.02 -6.78  -0.31
C: -4.29 -3.89 -5.67  -0.09
C: -2.37 -5.11 -6.56  -0.14
N: -1.61 -3.00 -8.77  -0.31
C: -2.28 -3.83 -9.71  -0.15
C: -0.69 -2.08 -9.30  -0.15
H: -4.44 -0.27 -6.18  0.07
H: -3.95 0.61 -7.56  0.07
H: -2.70 0.28 -6.53  0.08
H: -4.64 -1.17 -9.42  0.09
H: -5.60 -1.77 -8.00  0.08
H: -4.53 -2.78 -8.84  0.05
H: -4.80 -2.93 -5.81  0.06
H: -5.06 -4.65 -5.75  0.08
H: -3.79 -3.89 -4.70  0.08
H: -2.92 -6.02 -6.33  0.09
H: -1.86 -5.19 -7.52  0.06
H: -1.67 -4.90 -5.76  0.08
H: -3.09 -3.28 -10.19  0.07
H: -1.58 -4.28 -10.42  0.09
H: -2.80 -4.68 -9.29  0.07
H: -1.17 -1.21 -9.74  0.08
H: -0.01 -2.49 -10.05  0.09
H: -0.13 -1.58 -8.51  0.08
C: -2.71 1.88 0.23  -0.03
C: -1.91 0.49 0.31  -0.46
C: -2.64 -0.58 -0.61  -0.01
C: -0.57 0.90 -0.27  -0.19
C: 0.54 -0.13 -0.22  -0.16
C: 0.77 -0.36 1.31  -0.10
C: -0.57 -0.81 2.04  -0.49
C: -0.87 -2.27 1.71  -0.04
C: -0.24 -0.74 3.55  -0.05
N: -1.71 0.03 1.71  -0.11
O: -2.95 -0.40 2.27  -0.01
H: -2.19 2.74 0.64  0.08
H: -2.70 1.98 -0.85  0.07
H: -3.78 1.87 0.44  0.07
H: -3.55 -0.83 -0.06  0.07
H: -3.05 -0.12 -1.51  0.08
H: -2.04 -1.46 -0.81  0.06
H: -0.72 0.90 -1.35  0.12
H: -0.31 1.90 0.08  0.12
H: 0.26 -1.04 -0.76  0.10
H: 1.38 0.33 -0.74  0.11
H: 1.29 0.49 1.76  0.12
H: 1.47 -1.20 1.29  0.11
H: -1.84 -2.69 1.95  0.09
H: -0.10 -2.98 2.00  0.09
H: -0.85 -2.44 0.63  0.06
H: -0.01 0.23 4.00  0.08
H: 0.71 -1.26 3.68  0.08
H: -0.95 -1.24 4.20  0.08
H: -3.18 0.46 2.62  0.10
C: -8.19 -5.67 -0.25  -0.04
N: -7.21 -6.20 0.75  -0.19
C: -6.01 -5.41 1.02  -0.05
C: -7.53 -7.30 1.51  -0.34
O: -6.92 -7.71 2.49  0.00
H: -8.93 -6.36 -0.68  0.08
H: -7.63 -5.25 -1.09  0.08
H: -8.71 -4.82 0.20  0.08
H: -5.41 -5.25 0.12  0.08
H: -6.37 -4.46 1.41  0.09
H: -5.36 -5.80 1.81  0.09
H: -8.47 -7.76 1.18  0.13
C: 2.28 1.60 -6.30  -0.06
N: 3.50 0.79 -6.40  -0.19
C: 4.51 1.50 -7.18  -0.04
C: 3.60 -0.39 -5.83  -0.35
O: 4.63 -1.08 -5.80  -0.02
H: 1.76 1.77 -7.25  0.09
H: 2.56 2.54 -5.84  0.09
H: 1.48 1.11 -5.75  0.08
H: 4.34 1.28 -8.24  0.09
H: 4.45 2.58 -7.04  0.08
H: 5.53 1.18 -6.99  0.09
H: 2.73 -0.57 -5.18  0.13
C: -2.88 -6.43 7.01  -0.05
N: -3.99 -6.05 7.87  -0.21
C: -3.76 -5.09 8.92  -0.07
C: -5.08 -6.83 8.04  -0.30
O: -6.02 -6.66 8.86  -0.03
H: -2.54 -5.47 6.61  0.09
H: -3.27 -7.11 6.26  0.09
H: -2.02 -6.85 7.51  0.09
H: -4.68 -4.96 9.48  0.09
H: -2.86 -5.22 9.52  0.09
H: -3.58 -4.11 8.47  0.08
H: -5.04 -7.70 7.37  0.13
C: 3.16 -3.97 9.74  -0.04
N: 4.15 -3.00 10.31  -0.20
C: 5.11 -2.40 9.37  -0.07
C: 4.13 -2.54 11.65  -0.28
O: 4.78 -1.56 12.03  -0.02
H: 3.68 -4.91 9.53  0.08
H: 2.69 -3.57 8.85  0.08
H: 2.48 -4.06 10.59  0.07
H: 4.56 -1.73 8.71  0.08
H: 5.89 -1.81 9.86  0.08
H: 5.59 -3.15 8.75  0.08
H: 3.41 -3.04 12.33  0.13

## Properties
HOMO energy = -8.32 eV
charge = 0
frontier orbital gap = 8.391 eV